(1)
85
Properties=species:S:1:pos:R:3:forces:R:3 method="wB97M-V/def2-TZVPD" charge=+1
Bi -2.0511 -1.4705 -0.5805 2.3 1.5 0.6
C -0.8477 2.8215 -2.8253 -4.2 -2.5 -0.5
C -2.0743 2.7265 -2.1306 1.4 -1.0 -2.5
C -0.6719 4.0945 -0.9240 2.7 0.2 -1.9
C 0.0131 3.6920 -2.0923 1.2 3.3 4.7
C -1.9583 3.4824 -0.9448 0.3 0.4 0.8
C -0.4736 2.1570 -4.0892 -0.4 -0.1 0.0
H -1.3294 1.6097 -4.4831 0.1 0.0 -0.1
H 0.3559 1.4505 -3.9379 0.0 0.2 0.1
H -0.1468 2.8809 -4.8503 0.0 -0.1 0.3
C 1.3499 4.1439 -2.5458 -0.2 0.3 -0.3
H 1.3125 4.2769 -3.6378 0.2 0.0 0.3
H 2.1341 3.4027 -2.3205 -0.3 0.0 -0.1
H 1.6475 5.0940 -2.0779 -0.1 -0.4 -0.1
C -0.2021 5.0297 0.1246 -0.1 0.4 0.4
H 0.6449 5.6398 -0.2194 -0.3 -0.1 0.1
H 0.1303 4.4943 1.0267 -0.2 0.1 -0.2
H -1.0332 5.6912 0.4188 0.4 0.0 0.0
C -2.9646 3.6466 0.1309 -0.2 -0.5 -0.6
H -3.2434 4.7016 0.2825 0.3 -0.2 -0.1
H -2.5816 3.2768 1.0951 0.2 0.1 -0.3
H -3.8589 3.0808 -0.1294 -0.1 0.1 0.2
C -3.2686 1.9680 -2.5533 -0.4 -0.1 -0.1
H -4.0306 2.6058 -3.0098 0.0 0.0 0.1
H -3.7284 1.4734 -1.7024 -0.2 -0.1 0.1
H -3.0237 1.2007 -3.2795 0.0 -0.1 -0.1
C -0.5462 -4.7369 -0.2673 0.7 -0.6 -0.7
C -0.6603 -4.2829 -1.5313 1.3 -1.5 0.6
C -1.8751 -4.3208 -2.3828 -0.5 -0.2 -0.6
C -3.2833 -4.0078 -1.7644 -0.6 -0.8 -1.2
C -3.4936 -3.0091 -0.6424 -0.9 -0.5 1.2
C -2.8672 -3.0932 0.7891 -2.4 0.2 -1.1
C -2.4869 -4.4446 1.3760 0.2 -0.2 0.3
C -1.6500 -5.3675 0.4823 -0.4 -1.2 0.5
H -2.0080 -5.3064 -2.9156 0.4 0.6 0.7
H -3.7387 -4.9613 -1.4167 0.2 0.5 -0.5
H -1.6213 -3.6673 -3.2358 -0.6 0.2 0.3
H -2.2718 -5.9537 -0.2321 0.2 0.5 0.5
H 0.4418 -4.9088 0.1963 -0.5 0.6 -0.6
H 0.2964 -4.2333 -2.0856 -0.6 0.6 0.3
H -1.2042 -6.1161 1.1848 -0.3 0.4 -0.7
H -2.0122 -4.4646 2.3948 -0.6 0.8 -1.0
H -3.5743 -2.5767 1.4920 0.9 -0.2 -0.6
H -3.4708 -4.9243 1.4968 0.2 0.0 0.2
H -3.8039 -3.6646 -2.6992 -0.2 -0.3 1.2
H -4.4690 -2.4466 -0.5786 0.7 -1.0 -0.5
P 1.6461 -1.6279 0.1851 1.3 -0.7 0.1
C 2.7284 -3.0544 -0.3676 0.3 -0.4 0.6
C 0.9697 -1.4849 -1.5379 -1.6 0.4 -0.3
P 0.3313 -1.7273 3.2393 0.3 -0.3 -0.9
C 0.5107 -2.5114 1.4384 -0.8 -0.5 0.6
C -1.3681 -0.9987 3.2913 -0.1 0.5 -0.5
C -0.0784 -3.2061 4.2829 0.3 -0.5 -0.2
H 3.5695 -3.1440 0.3397 -0.4 -0.3 -0.2
H 3.1722 -2.7707 -1.3362 -0.2 -0.2 0.4
H 2.1805 -4.0283 -0.4689 0.6 0.8 0.0
H 0.0611 -2.0856 -1.7295 0.0 0.0 0.0
H 1.6306 -1.8353 -2.3395 0.2 0.0 0.5
H 0.7629 -0.4314 -1.7375 -0.1 -0.1 0.1
H -0.5725 -4.0311 3.7248 0.3 0.5 0.4
H -0.7531 -2.8595 5.0783 0.3 -0.2 -0.2
H 0.8402 -3.5790 4.7603 -0.3 -0.1 -0.2
H 0.9529 -3.5125 1.6426 0.0 0.7 -0.1
H -0.5008 -2.7651 1.0452 0.9 0.3 0.5
H -1.1967 0.0402 3.5648 -0.3 0.2 -0.1
H -2.0121 -1.4393 4.0554 0.2 -0.1 -0.1
H -1.8894 -1.0361 2.3255 0.2 0.1 0.3
O 0.3362 1.1542 0.8407 1.0 0.1 -1.5
C 1.3967 1.4044 0.1621 -1.2 -0.8 0.7
O 1.6404 1.1843 -1.0595 -0.6 1.1 1.0
C 2.4866 2.0963 0.9555 -0.1 -0.2 0.1
C 2.6269 3.4249 0.6155 0.0 1.2 -0.1
C 3.6332 4.2170 1.1634 0.6 -2.1 1.0
C 4.5378 3.5994 2.0595 -0.6 -0.7 -0.1
C 4.2995 2.2717 2.5080 -0.7 1.1 -1.9
C 3.2555 1.4980 1.9565 0.2 0.6 0.2
N 5.3156 1.6251 3.3107 2.4 -1.0 1.5
O 6.3207 2.2845 3.6668 -2.2 -1.0 -0.8
O 5.1840 0.4185 3.5686 -0.2 1.9 -0.5
N 3.8654 5.5708 0.7294 1.1 2.3 -0.6
O 3.1031 6.0536 -0.1450 1.4 -0.9 1.7
O 4.8463 6.1756 1.2248 -2.4 -1.3 -1.2
H 1.8812 3.8652 -0.0499 0.7 -0.2 0.1
H 5.4552 4.0765 2.3372 0.1 0.3 0.3
H 3.0296 0.4841 2.2938 0.3 0.3 -0.2

---

(2)
16
Properties=species:S:1:pos:R:3:forces:R:3 method="wB97M-V/def2-TZVPD" smiles="COC1=COCOC1"
C -2.7605 -0.3401 0.1856 -0.5 -1.3 1.4
C -0.5176 0.2942 0.0026 0.6 -2.0 -1.7
C -0.0842 -1.0144 -0.1827 -3.6 4.8 -0.4
C 1.8841 -0.3882 0.4579 1.9 -1.2 3.1
C 0.5811 1.2905 -0.0199 0.8 3.5 -1.3
H -3.7258 0.1197 -0.1536 0.5 -0.9 1.0
H -2.5732 -0.4990 1.4202 -1.1 0.1 -3.4
H -2.7012 -1.4941 -0.3835 0.3 3.6 1.4
H -0.8090 -1.6928 -0.3973 -1.4 -2.4 -0.5
H 3.0258 -0.7159 0.7457 -3.1 0.4 -1.0
H 1.0694 -0.3103 1.4759 3.1 0.1 -2.2
H 0.4279 2.2127 -0.6548 -0.1 -1.5 -0.4
H 0.7484 1.8450 0.8555 -0.4 0.3 2.1
O -1.8762 0.7471 -0.1429 2.6 -2.4 0.3
O 1.1602 -1.3489 -0.3022 3.0 -0.9 1.1
O 1.9560 0.7872 -0.2509 -2.4 -0.2 0.5

---

(3)
96
Properties=species:S:1:pos:R:3:forces:R:3 method="wB97M-V/def2-TZVPD" spin_multiplicity=3 charge=+3
Tc -0.2068 -0.3251 0.3791 -0.5 0.2 0.3
F -2.7505 -4.8770 -2.4115 0.2 0.4 0.3
C -2.1991 -3.8965 -1.7154 -0.1 -0.2 -0.2
C -2.5543 -3.7568 -0.3731 0.1 0.2 0.0
C -1.9822 -2.7443 0.3635 0.0 -0.2 -0.2
C -1.0840 -1.8713 -0.2767 0.0 -0.5 0.0
C -0.7273 -2.0365 -1.6319 -0.3 0.0 -0.1
C -1.2892 -3.0590 -2.3607 -0.1 0.0 0.2
H -3.2569 -4.4486 0.0573 -0.1 -0.1 0.1
H -2.2258 -2.6245 1.4043 0.0 0.0 0.2
H -0.0255 -1.3707 -2.1194 0.1 0.1 -0.1
H -1.0505 -3.2274 -3.3965 0.0 0.0 -0.2
C -0.4902 2.1256 -2.2493 0.2 -0.2 0.3
Ge -1.5549 1.5824 -0.6990 -0.5 0.8 -0.8
C -1.6652 2.9624 0.6571 0.5 -0.2 0.1
C -0.5693 3.3145 1.4494 0.1 -0.1 -0.1
C -0.6380 4.3933 2.3131 0.0 -0.1 -0.1
C -1.8047 5.1363 2.3851 0.0 0.1 0.1
C -2.8969 4.8019 1.6013 0.0 0.0 0.0
C -2.8326 3.7187 0.7395 -0.1 -0.2 0.1
C -3.2553 0.8840 -1.2564 0.1 -0.2 0.1
C -3.6008 1.1107 -2.5592 -0.3 0.1 -0.5
C -4.9063 0.8378 -3.0359 0.7 0.3 -0.3
C -5.8273 0.3031 -2.2071 -0.2 -0.2 0.5
C -5.5048 0.0042 -0.8606 0.2 0.0 0.1
C -6.4542 -0.5811 0.0117 0.1 0.1 -0.4
C -6.1281 -0.8817 1.2914 0.4 0.0 0.4
C -4.8223 -0.6107 1.7696 -0.4 -0.2 0.2
C -3.8955 -0.0480 0.9543 0.6 0.1 0.0
C -4.1974 0.2904 -0.3797 -0.3 -0.1 0.1
H -0.9974 2.9909 -2.6756 0.0 0.0 0.0
H -0.4008 1.3475 -3.0011 -0.1 -0.1 -0.1
H 0.5050 2.4374 -1.9382 0.1 0.1 0.0
H 0.3554 2.7435 1.3991 0.0 0.0 -0.1
H 0.2088 4.6621 2.9201 0.2 0.0 0.1
H -1.8603 5.9852 3.0490 0.0 0.1 0.1
H -3.7998 5.3873 1.6599 -0.1 0.1 0.0
H -3.6939 3.4661 0.1419 -0.2 -0.1 -0.1
H -2.8826 1.5280 -3.2456 0.1 0.1 -0.2
H -5.1664 1.0611 -4.0583 0.1 0.0 -0.1
H -6.8184 0.0865 -2.5699 -0.2 0.0 0.0
H -7.4481 -0.7833 -0.3542 -0.1 0.0 -0.1
H -6.8621 -1.3259 1.9428 0.0 -0.1 0.2
H -4.5689 -0.8528 2.7886 0.0 -0.1 0.2
H -2.8705 0.1409 1.3352 -0.4 0.0 -0.1
C -0.7945 -2.2103 4.5269 -0.1 0.0 0.1
O -0.9718 -1.5306 3.2329 0.2 0.3 -0.3
P -0.2171 -0.2399 2.7853 -0.3 0.3 0.8
O -0.6848 1.0254 3.5914 0.6 -0.7 -0.6
C -1.9953 1.5838 3.8621 -0.1 0.1 0.2
O 1.2742 -0.4014 3.2256 -0.4 -0.4 0.0
C 2.2370 0.6687 3.3268 0.3 0.1 0.1
H -1.4573 -1.7404 5.2497 0.0 -0.1 0.0
H 0.2447 -2.1316 4.8315 0.0 0.0 0.0
H -1.0760 -3.2472 4.3497 0.0 0.2 0.1
H -1.8282 2.3193 4.6491 -0.1 -0.1 -0.1
H -2.6509 0.7914 4.2112 -0.1 0.0 0.0
H -2.3708 2.0684 2.9673 -0.1 0.0 0.0
H 3.0739 0.2498 3.8829 -0.1 0.1 -0.1
H 1.7895 1.5008 3.8628 0.1 0.1 0.0
H 2.5489 0.9538 2.3211 0.1 0.1 0.1
O 1.5747 -0.0778 -0.0796 0.5 0.0 0.1
P 2.9232 -0.4934 -0.8459 -0.1 -0.1 -0.2
C 3.7189 -1.8080 0.0510 0.0 0.1 -0.1
C 3.2828 -2.1843 1.3168 -0.2 0.1 0.1
C 3.9667 -3.1606 2.0195 0.0 0.0 -0.1
C 5.0890 -3.7558 1.4669 0.0 0.0 0.0
C 5.5241 -3.3891 0.2013 0.0 0.0 0.0
C 4.8434 -2.4201 -0.5099 0.0 0.0 -0.1
C 2.4883 -1.0408 -2.4847 0.3 0.0 0.1
C 2.2392 -0.0850 -3.4748 0.0 0.1 0.1
C 1.8937 -0.4892 -4.7497 0.0 0.0 0.0
C 1.8127 -1.8427 -5.0475 0.0 0.0 0.0
C 2.0654 -2.7972 -4.0731 0.0 0.0 0.1
C 2.4035 -2.4022 -2.7899 0.0 0.0 0.1
C 3.8692 1.0137 -0.9108 -0.1 -0.1 0.0
C 3.3595 2.2136 -0.4207 -0.2 0.0 0.1
C 4.1217 3.3659 -0.4913 0.0 -0.1 0.0
C 5.3895 3.3236 -1.0476 0.0 0.0 0.0
C 5.8976 2.1327 -1.5442 0.0 0.0 0.0
C 5.1424 0.9769 -1.4809 0.0 0.0 0.0
H 2.4080 -1.7244 1.7606 0.1 0.0 -0.1
H 3.6263 -3.4602 2.9955 -0.1 0.0 0.2
H 5.6240 -4.5123 2.0185 0.1 -0.1 0.1
H 6.3892 -3.8639 -0.2327 0.1 0.0 -0.1
H 5.1768 -2.1664 -1.5052 0.0 0.0 -0.1
H 2.3431 0.9684 -3.2551 0.0 0.1 0.0
H 1.7145 0.2438 -5.5192 0.0 0.1 -0.1
H 1.5670 -2.1541 -6.0494 0.0 0.0 -0.2
H 2.0149 -3.8460 -4.3172 0.0 -0.1 0.0
H 2.6012 -3.1466 -2.0338 0.1 -0.1 0.1
H 2.3642 2.2576 0.0059 0.0 0.0 0.0
H 3.7273 4.2951 -0.1190 -0.1 0.2 0.1
H 5.9838 4.2208 -1.1005 0.1 0.1 0.0
H 6.8807 2.1053 -1.9835 0.1 0.0 -0.1
H 5.5475 0.0625 -1.8840 0.1 -0.1 0.0

---

(4)
53
Properties=species:S:1:pos:R:3:forces:R:3 method="wB97M-V/def2-TZVPD" smiles="CNC(=O)[C@H](Cc1c[nH]c2ccccc12)NC(C)=O.O=C(O)c1ccc(O)cc1O"
O -5.2007 3.7534 2.3436 -0.5 0.7 -0.2
O 7.0264 -1.6865 0.2240 0.0 0.0 0.2
O 5.2640 2.2952 0.1188 0.0 -0.5 -0.1
O -7.2110 3.7083 1.3228 0.6 -0.4 0.3
O -5.8324 -2.5295 1.5907 0.1 0.2 0.1
O -3.8534 1.5819 2.8602 -0.7 -0.4 -0.4
C -6.1147 3.1156 1.8408 0.9 -0.7 0.4
C 6.3822 -0.9173 -0.4709 1.6 -0.8 -0.3
C 4.6723 1.8150 -0.8391 0.6 0.1 1.6
C 2.5459 -2.2592 -0.7859 -0.2 0.2 0.1
C 2.0750 -1.0571 -0.3741 -0.4 -0.2 0.0
C -1.6882 -0.9294 0.5331 1.1 0.0 -0.3
C -1.9792 -2.2803 0.2695 1.2 -0.1 -0.3
C -7.0166 -0.4973 1.1576 -0.5 1.1 -0.2
C -4.8692 -0.4501 2.2318 0.2 -0.4 0.1
C -7.0783 0.8989 1.2243 0.4 -0.9 0.1
C -0.3837 -0.4317 0.3612 -0.4 -0.5 -0.1
C -0.9616 -3.1421 -0.1776 -0.2 0.5 0.2
C -5.9074 -1.1708 1.6597 -0.2 0.2 -0.1
C -4.9153 0.9391 2.2979 0.6 0.6 0.4
C -6.0262 1.6442 1.7928 -1.4 -0.1 -0.7
C 0.6591 -1.2684 -0.0889 -0.9 0.2 0.2
C 0.3334 -2.6310 -0.3544 0.6 1.1 0.2
N 1.5222 -3.1887 -0.7735 0.2 -1.2 -0.4
N 4.3692 2.6022 -1.8765 -0.6 0.3 -1.4
N 5.1602 -0.5384 -0.1027 -1.8 1.1 -0.3
C 6.9631 -0.4272 -1.7828 -0.2 0.1 0.3
C 3.6358 2.2396 -3.0895 0.2 -0.1 0.4
C 2.8348 0.2283 -0.2155 -0.4 0.1 0.1
C 4.2336 0.3358 -0.8369 0.2 -0.5 0.1
H -7.0641 4.6560 1.4614 -0.1 0.1 0.0
H -6.6502 -2.8855 1.2105 0.3 0.2 0.1
H -4.0533 2.5457 2.8333 0.0 -0.2 0.0
H 3.5716 -2.4668 -1.0649 -0.3 -0.4 0.0
H -2.4703 -0.2634 0.8683 0.0 0.0 0.0
H -2.9861 -2.6511 0.4095 0.0 -0.1 0.0
H -7.8380 -1.0454 0.7083 0.0 0.0 0.0
H -4.0079 -0.9748 2.6294 0.0 0.1 0.0
H -7.9546 1.4035 0.8231 0.2 0.0 0.1
H -0.1746 0.6059 0.5739 -0.1 0.2 0.1
H -1.1734 -4.1799 -0.3846 0.0 -0.1 0.0
H 1.6480 -4.1590 -1.0225 0.0 0.3 0.1
H 4.6770 3.5586 -1.7798 0.0 -0.1 0.1
H 4.8662 -0.8609 0.8058 0.1 0.0 0.1
H 6.3160 -0.7206 -2.6053 -0.1 0.1 -0.2
H 7.0725 0.6546 -1.7476 -0.1 0.2 -0.2
H 7.9453 -0.8779 -1.9176 -0.2 0.0 0.1
H 2.6785 1.7826 -2.8324 0.0 0.0 -0.1
H 4.2219 1.5422 -3.6907 -0.1 0.0 -0.1
H 3.4424 3.1358 -3.6820 0.1 -0.1 0.2
H 2.2109 1.0148 -0.6412 0.0 0.2 0.0
H 2.9152 0.4396 0.8522 0.1 0.3 0.1
H 4.1681 -0.0064 -1.8675 0.0 -0.1 -0.2

---

Result set for E_tot: -71485.9635; -11451.9091; -134500.9692; -38907.3828 eV, one per record in the order listed.
Result set for F_max: 5.83; 5.97; 1.23; 2.18 eV/Å, one per record in the order listed.